123
Properties=species:S:1:pos:R:3 method="wB97M-V/def2-TZVPD" lumo_energy_ev=1.64 homo_lumo_gap_ha=0.239 e_tot_ha=-2226.841770 spin_multiplicity=1 homo_ev=-4.87 relative_energy_kcal_mol=9.4 charge=-1
C 2.16452 3.44676 -0.30611
C 1.55227 2.76009 -1.34318
C 2.10379 2.60660 -2.71692
O 2.48364 3.61842 -3.29805
O 2.18320 1.39959 -3.33751
C 1.08535 0.52590 -3.04843
C -0.23324 1.01531 -3.61888
C -1.38231 0.04301 -3.28467
C -2.73870 0.76353 -3.36974
C -3.37071 1.00365 -1.98187
C -2.42678 1.69853 -0.96873
B -2.15714 0.95846 0.48967
C -3.37189 -0.00427 1.05908
C -3.52123 -1.50712 0.68017
C -2.63426 -2.12596 -0.40059
C -2.12473 2.21746 1.61328
C -1.14350 3.35965 1.28438
C -1.80368 4.71120 0.98979
N -1.26559 5.33052 -0.25272
C -0.63376 0.29536 0.58132
C -0.38593 -0.52378 1.82539
N 1.00366 -1.06537 2.01080
C 1.61024 -1.58997 0.78334
C 2.48088 -2.83453 1.07786
C 1.84008 -0.16648 2.69650
C 2.90252 -0.80862 3.57298
O 1.75350 1.05061 2.63566
H 1.79289 4.42947 -0.03356
H 2.97936 3.00570 0.26118
H 0.58298 2.29333 -1.16197
H 0.99958 0.29552 -1.98237
H 1.32172 -0.42120 -3.53270
H -0.10021 1.10089 -4.69921
H -0.45884 2.01036 -3.23536
H -1.32612 -0.74098 -4.04127
H -1.16232 -0.34554 -2.29277
H -3.42718 0.09935 -3.89866
H -2.66039 1.70083 -3.91993
H -4.21455 1.67274 -2.18071
H -3.82259 0.07283 -1.64694
H -1.44433 1.81057 -1.44381
H -2.78590 2.72603 -0.85676
H -4.30910 0.50390 0.80316
H -3.33158 0.05290 2.15237
H -4.56264 -1.69696 0.39449
H -3.38946 -2.11538 1.58062
H -2.67275 -1.65125 -1.37541
H -1.60918 -2.20170 -0.03889
H -2.95052 -3.16223 -0.54442
H -3.13851 2.63890 1.57644
H -1.99314 1.86091 2.64190
H -0.51548 3.12294 0.42342
H -0.44222 3.53140 2.10359
H -2.88713 4.61131 0.86899
H -1.67387 5.40861 1.81920
H -1.38976 4.64531 -0.99368
H -1.92647 6.06077 -0.50078
H -0.50904 -0.30792 -0.32803
H 0.15445 1.05492 0.53427
H -0.56316 0.12887 2.68089
H -1.06731 -1.36827 1.93984
H 2.25700 -0.84676 0.30749
H 0.84679 -1.91644 0.08864
H 2.56021 -3.41201 0.15550
H 3.46653 -2.58572 1.45370
H 1.94125 -3.46130 1.78636
H 2.59163 -1.82565 3.80292
H 3.81606 -0.92486 2.99368
H 3.07776 -0.21669 4.46443
C -4.76775 -2.66554 -3.48071
O -5.17402 -1.33135 -3.77180
H -3.69625 -2.74019 -3.65119
H -4.98006 -2.90850 -2.43709
H -5.28641 -3.37599 -4.13412
H -6.11798 -1.27547 -3.60795
C -2.92054 -5.89087 -1.88021
O -4.09154 -5.41999 -1.21959
H -2.06045 -5.46982 -1.36481
H -2.86986 -6.98305 -1.83450
H -2.91006 -5.56623 -2.92531
H -4.85223 -5.79101 -1.67242
C 1.30412 4.10656 -7.04550
O 0.92977 4.60981 -5.77400
H 0.68164 4.58994 -7.79610
H 2.35452 4.32901 -7.25769
H 1.14701 3.02454 -7.09679
H 1.48730 4.17549 -5.11720
C 5.49034 1.63503 1.69409
O 4.42258 2.07278 2.51901
H 6.41780 2.03092 2.10356
H 5.54904 0.54042 1.67991
H 5.37116 2.00363 0.66990
H 3.60173 1.71797 2.15003
C 3.13442 7.37811 -3.99635
O 4.36731 6.78592 -4.40004
H 3.07902 8.38083 -4.41448
H 2.29447 6.78583 -4.36610
H 3.08661 7.44269 -2.90626
H 4.39186 5.90299 -4.01996
C 5.35859 -3.24675 4.76339
O 5.22178 -2.94362 3.37792
H 4.42049 -2.99846 5.25306
H 5.56525 -4.31035 4.90757
H 6.16200 -2.65580 5.21112
H 6.05153 -3.16399 2.94775
C -0.20363 -0.03083 6.10228
O 0.37022 -1.32568 5.91241
H -0.75272 -0.04311 7.04041
H 0.57876 0.72940 6.15289
H -0.88975 0.20957 5.28731
H 0.85373 -1.30654 5.08151
C 0.55437 -6.17332 0.98899
O -0.27396 -5.12178 0.51148
H 0.44127 -7.01969 0.31476
H 1.60367 -5.86560 1.00254
H 0.25386 -6.47684 1.99581
H -0.17293 -4.37604 1.11073
C -1.29009 -4.10622 4.37545
O -0.43103 -4.13732 5.50802
H -1.46544 -5.13167 4.05535
H -2.24925 -3.64480 4.62605
H -0.82802 -3.55070 3.55210
H -0.28695 -3.22044 5.77603